The molecule C4H8O2 in a non-equilibrium geometry. Source: OMol25; level of theory: ωB97M-V with the def2-TZVPD basis set.

Last column: Mulliken charge in e.
Geometry (Å):
C 1.828 0.308 -0.317  -1.1750
C 0.911 -0.781 0.262  -0.1058
O 0.346 -0.418 1.536  -0.4596
C -0.613 -0.622 0.574  0.1992
C -1.302 0.534 -0.130  -0.4331
O -2.586 0.367 -0.681  -0.5007
H 1.266 1.189 -0.642  0.3156
H 2.431 -0.030 -1.173  0.3345
H 2.533 0.647 0.457  0.2919
H 1.372 -1.780 0.247  0.3556
H -1.246 -1.516 0.555  0.3687
H -0.565 0.120 -0.855  0.1916
H -1.071 1.558 0.207  0.3059
H -3.305 0.423 -0.039  0.3111

Properties
Energy relative to the best compared isomer or geometry (same formula, charge and spin) = 87.6 kcal per mole
Gap between HOMO and LUMO = 10.15 eV
E_LUMO = 0.88 eV
SMILES = C[C@H]1O[C@H]1CO

A structure of composition DyFHMgNO3S2 in a non-equilibrium geometry. Source: OMol25; level of theory: ωB97M-V with the def2-TZVPD basis set.

Last column: Löwdin spin population.
Geometry (Å):
Dy -1.005 -3.059 2.030  4.9879
N -0.140 -0.774 -0.846  0.1849
S -0.147 -2.532 -0.731  0.7341
S -1.026 0.044 0.125  0.0463
O -0.348 1.495 0.076  0.0226
O -1.334 -0.597 1.424  0.0094
F -2.521 0.246 -0.489  0.0095
Mg 1.279 0.771 -1.175  0.0052
O 2.525 2.078 -0.659  0.0000
H 2.718 2.328 0.246  0.0001

Properties
Gap between HOMO and LUMO (spin up / spin down) = 5.44 / 5.34 eV
Total charge = +1
E_LUMO (spin up / spin down) = -4.59 / -7.58 eV
Multiplicity = 7
Expectation value of S² = 12.59

- Number 1 is which compound?
  C4H8O2

Copy entry 2 word for word.
A structure of composition DyFHMgNO3S2 in a non-equilibrium geometry. Source: OMol25; level of theory: ωB97M-V with the def2-TZVPD basis set.

Last column: Löwdin spin population.
Geometry (Å):
Dy -1.005 -3.059 2.030  4.9879
N -0.140 -0.774 -0.846  0.1849
S -0.147 -2.532 -0.731  0.7341
S -1.026 0.044 0.125  0.0463
O -0.348 1.495 0.076  0.0226
O -1.334 -0.597 1.424  0.0094
F -2.521 0.246 -0.489  0.0095
Mg 1.279 0.771 -1.175  0.0052
O 2.525 2.078 -0.659  0.0000
H 2.718 2.328 0.246  0.0001

Properties
Gap between HOMO and LUMO (spin up / spin down) = 5.44 / 5.34 eV
Total charge = +1
E_LUMO (spin up / spin down) = -4.59 / -7.58 eV
Multiplicity = 7
Expectation value of S² = 12.59

- What is the formula in the first record?
  C4H8O2